Formula: C11H16N5O2SSr
Source: OMol25
Level of theory: wB97M-V/def2-TZVPD

ORCA input file:
```
! RIJCOSX wB97M-V def2-TZVPD def2/J DEFGRID3
* xyz 1 1
Sr 1.060 -0.427 -0.875
C -0.960 0.649 3.076
C -0.373 -0.277 2.053
N 0.833 -0.208 1.643
N 1.663 0.740 2.174
C 2.951 0.846 1.713
N 3.646 1.793 2.343
S 3.626 -0.109 0.505
C -1.213 -1.343 1.405
C -2.288 -1.898 2.067
C -3.040 -2.873 1.432
C -2.702 -3.258 0.151
C -1.596 -2.666 -0.435
N -0.852 -1.740 0.173
H -0.825 1.685 2.754
H -0.475 0.527 4.049
H -2.027 0.492 3.202
H 1.295 1.442 2.796
H 3.278 2.331 3.109
H 4.589 1.964 2.041
H -2.537 -1.585 3.071
H -3.886 -3.322 1.937
H -3.272 -4.002 -0.386
H -1.295 -2.955 -1.437
N 1.025 -0.087 -3.669
C 0.031 0.977 -4.033
C 0.182 2.188 -3.112
C 0.217 1.676 -1.694
O -0.714 0.900 -1.314
O 1.275 1.809 -1.008
H 1.953 0.215 -3.953
H 0.833 -0.904 -4.239
H -0.957 0.551 -3.891
H 0.123 1.276 -5.075
H -0.667 2.858 -3.260
H 1.101 2.737 -3.312
*
```

## Properties
Calculated total energy ... -1281.8540 hartree


Formula: C4H8O8SSi
Source: OMol25
Level of theory: wB97M-V/def2-TZVPD

ORCA input file:
```
! RIJCOSX wB97M-V def2-TZVPD def2/J DEFGRID3
* xyz -2 1
C 1.137 2.895 0.541
C 1.171 -1.659 -1.291
C 1.183 -0.129 -0.892
C 0.087 0.466 -0.060
O 1.628 2.782 1.607
O -1.903 -1.136 -1.033
O 1.019 3.499 -0.452
O -1.126 0.752 -2.388
O -2.520 1.144 -0.386
O 0.561 -0.623 2.676
O -1.756 0.557 2.043
O -0.970 -2.040 1.251
Si -0.534 -0.437 1.410
S -1.465 0.288 -1.037
H 0.125 -1.940 -1.763
H 1.884 -1.792 -2.019
H 1.168 -2.317 -0.514
H 1.057 0.432 -1.816
H 2.225 0.188 -0.462
H 0.583 0.244 3.077
H -2.371 0.865 1.222
H -1.183 -2.039 0.288
*
```

## Properties
Relative energy (zero: lowest compared OMol25 entry of this formula, charge and spin) ... 0.740 eV


Formula: C9H11ClO4S
Source: OMol25
Level of theory: wB97M-V/def2-TZVPD

ORCA input file:
```
! RIJCOSX wB97M-V def2-TZVPD def2/J DEFGRID3
* xyz 0 1
C 2.243 -1.441 -1.325
O 1.053 -0.660 -1.225
C 0.901 0.052 -0.084
O 1.201 -0.549 1.090
C 0.426 -1.640 1.601
C -0.284 0.952 -0.122
C -0.878 1.328 -1.298
C -2.140 1.960 -1.210
C -2.572 2.506 -0.020
C -2.051 2.047 1.179
C -0.902 1.270 1.155
S 2.336 1.292 -0.055
O 2.462 1.776 -1.381
O 2.242 2.216 1.041
Cl 4.120 0.439 0.340
H 1.995 -2.366 -2.020
H 2.534 -1.791 -0.203
H 3.143 -0.739 -1.580
H 0.789 -1.658 2.726
H 0.692 -2.664 1.093
H -0.705 -1.473 1.438
H -0.357 1.336 -2.297
H -2.610 2.026 -2.197
H -3.594 2.804 0.127
H -2.513 2.545 1.976
H -0.348 1.025 2.030
*
```

## Properties
Relative energy (zero: lowest compared OMol25 entry of this formula, charge and spin) ... 2.855 eV
SMILES ... COC(OC)(c1ccccc1)S(=O)(=O)Cl


Formula: C3H4N2
Source: OMol25
Level of theory: wB97M-V/def2-TZVPD

ORCA input file:
```
! RIJCOSX wB97M-V def2-TZVPD def2/J DEFGRID3
* xyz 0 1
C 1.020 0.383 0.893
C -0.026 -0.063 0.213
C -0.586 0.004 -1.141
N 0.345 -0.196 2.153
N -0.629 -0.551 1.511
H 2.090 0.456 0.817
H -1.311 -0.821 -1.100
H 0.188 -0.286 -1.891
H -1.090 1.073 -1.454
*
```

## Properties
Relative energy (zero: lowest compared OMol25 entry of this formula, charge and spin) ... 4.951 eV


Formula: C21H25N3O4S
Source: OMol25
Level of theory: wB97M-V/def2-TZVPD

ORCA input file:
```
! RIJCOSX wB97M-V def2-TZVPD def2/J DEFGRID3
* xyz 0 1
C -0.617 -2.070 -2.575
C 0.345 -1.123 -1.922
N 1.631 -1.244 -1.737
N 1.995 -0.322 -1.050
C 0.980 0.439 -0.919
C -0.259 0.031 -1.292
C -1.680 0.523 -1.241
C -2.588 -0.028 -0.625
C -2.191 -0.786 0.480
C -2.998 -1.473 1.437
C -4.432 -1.043 1.217
C -4.917 -0.376 0.015
C -3.912 -0.050 -0.855
H -4.258 0.823 -1.529
O -6.191 -0.473 -0.028
C -6.662 -1.267 1.329
O -5.419 -1.886 1.935
H -7.229 -0.668 1.970
H -7.099 -1.974 0.788
H -2.727 -1.973 2.395
H -1.127 -0.963 0.647
H -2.068 0.684 -2.284
S -1.654 2.575 -1.014
C -1.053 2.489 0.799
C 0.495 2.830 0.386
O 1.115 3.601 1.200
N 1.276 1.584 -0.068
H 2.290 2.154 -0.053
H -1.545 3.216 1.284
H -1.227 1.442 1.141
C 3.332 -0.125 -0.645
C 4.131 -1.259 -1.511
H 3.774 -2.190 -1.232
C 5.574 -1.321 -0.875
H 6.016 -0.282 -1.071
O 5.705 -1.275 0.561
C 4.927 -0.616 1.195
C 5.501 0.807 1.712
H 6.530 0.759 1.750
H 4.858 1.502 2.287
H 5.529 1.234 0.655
C 4.826 -1.200 2.991
H 4.264 -0.758 3.492
H 4.554 -2.436 2.722
H 5.890 -1.233 3.024
C 3.588 -0.637 0.884
H 3.065 -1.666 1.092
H 3.017 0.005 1.541
H 6.228 -1.875 -1.434
H 4.016 -0.926 -2.397
H 3.726 0.826 -0.836
H -1.050 -1.557 -3.606
H -1.314 -2.330 -2.136
H -0.010 -3.018 -2.850
*
```

## Properties
Relative energy (zero: lowest compared OMol25 entry of this formula, charge and spin) ... 21.327 eV


Formula: C2H3N3OS
Source: OMol25
Level of theory: wB97M-V/def2-TZVPD

ORCA input file:
```
! RIJCOSX wB97M-V def2-TZVPD def2/J DEFGRID3
* xyz 0 1
N -0.166 1.826 0.023
N -0.257 0.471 -0.188
O -1.546 0.033 0.011
N -1.454 -1.294 0.029
C -0.231 -1.656 -0.051
C 0.652 -0.459 -0.130
S 2.319 -0.379 0.011
H 0.174 1.934 1.006
H 0.471 2.256 -0.774
H 0.038 -2.733 0.061
*
```

## Properties
Relative energy (zero: lowest compared OMol25 entry of this formula, charge and spin) ... 3.609 eV
SMILES ... Nn1oncc1=S